{"formula": "C36H68Cl6O24", "method": "ωB97M-V/def2-TZVPD", "multiplicity": 1, "lumo_energy_ev": 0.13, "relative_energy_kcal_mol": 118.3, "smiles": "CCOC(=O)OC.CCOC(=O)OC.CCOC(=O)OC.CCOC(=O)OC.CCOC(=O)OC.CCOC(=O)OC.O=C1OCCO1.O=C1OCCO1.ClCCCl.ClCCCl.ClCCCl", "orbital_gap_ev": 10.68, "species": ["Cl", "C", "C", "Cl", "H", "H", "H", "H", "Cl", "C", "C", "Cl", "H", "H", "H", "H", "Cl", "C", "C", "Cl", "H", "H", "H", "H", "C", "C", "O", "C", "O", "O", "H", "H", "H", "H", "C", "C", "O", "C", "O", "O", "H", "H", "H", "H", "C", "C", "O", "C", "O", "O", "C", "H", "H", "H", "H", "H", "H", "H", "H", "C", "C", "O", "C", "O", "O", "C", "H", "H", "H", "H", "H", "H", "H", "H", "C", "C", "O", "C", "O", "O", "C", "H", "H", "H", "H", "H", "H", "H", "H", "C", "C", "O", "C", "O", "O", "C", "H", "H", "H", "H", "H", "H", "H", "H", "C", "C", "O", "C", "O", "O", "C", "H", "H", "H", "H", "H", "H", "H", "H", "C", "C", "O", "C", "O", "O", "C", "H", "H", "H", "H", "H", "H", "H", "H"], "xyz": [[-3.993, 5.586, 1.928], [-3.979, 5.188, 3.661], [-5.153, 4.238, 3.983], [-5.226, 4.109, 5.772], [-3.900, 6.183, 4.101], [-3.006, 4.731, 3.839], [-5.061, 3.217, 3.614], [-6.128, 4.689, 3.798], [-7.864, 3.894, -3.851], [-8.753, 5.068, -2.822], [-10.165, 4.612, -2.478], [-10.184, 3.394, -1.126], [-8.844, 6.024, -3.338], [-8.130, 5.258, -1.947], [-10.608, 4.179, -3.375], [-10.806, 5.445, -2.188], [-3.588, -3.949, 9.554], [-5.143, -4.784, 9.089], [-5.007, -6.210, 8.504], [-6.575, -6.932, 8.538], [-5.697, -4.148, 8.398], [-5.882, -4.899, 9.881], [-4.314, -6.665, 9.211], [-4.692, -6.236, 7.461], [3.110, 1.893, 10.115], [2.107, 0.888, 9.885], [1.338, 1.464, 8.857], [1.883, 2.557, 8.305], [1.499, 3.359, 7.458], [3.011, 2.710, 8.988], [4.122, 1.533, 10.298], [2.829, 2.509, 10.969], [1.665, 0.847, 10.880], [2.637, -0.035, 9.649], [-5.626, -5.576, -1.306], [-5.035, -6.645, -2.283], [-4.367, -7.518, -1.374], [-4.460, -7.017, -0.121], [-3.712, -7.418, 0.815], [-5.409, -6.159, -0.052], [-6.655, -5.304, -1.543], [-4.970, -4.707, -1.345], [-4.314, -6.171, -2.949], [-5.755, -7.303, -2.769], [4.618, -2.687, 2.520], [4.530, -3.575, 1.336], [3.338, -3.454, 0.662], [2.984, -4.248, -0.453], [3.748, -5.157, -0.886], [1.741, -3.942, -0.878], [1.438, -4.334, -2.295], [5.607, -2.676, 2.977], [3.876, -3.026, 3.243], [4.360, -1.684, 2.178], [4.536, -4.610, 1.678], [5.487, -3.435, 0.834], [2.189, -3.949, -2.984], [0.525, -3.780, -2.515], [1.186, -5.394, -2.316], [-4.161, -0.360, -7.652], [-2.966, 0.025, -8.549], [-3.362, 0.439, -9.947], [-3.598, 1.767, -10.070], [-3.282, 2.623, -9.266], [-4.331, 1.981, -11.219], [-4.707, 3.328, -11.500], [-4.679, 0.542, -7.327], [-3.949, -0.946, -6.757], [-4.887, -0.930, -8.231], [-2.519, -0.958, -8.701], [-2.211, 0.681, -8.116], [-5.443, 3.195, -12.292], [-3.873, 3.931, -11.861], [-5.271, 3.838, -10.719], [9.680, -6.510, 7.464], [8.545, -5.833, 8.196], [7.277, -6.371, 7.692], [6.115, -5.896, 8.191], [6.013, -5.269, 9.258], [5.109, -6.381, 7.451], [3.810, -6.554, 7.895], [9.798, -6.411, 6.385], [9.603, -7.595, 7.531], [10.635, -6.254, 7.922], [8.588, -4.761, 8.001], [8.513, -5.902, 9.283], [3.825, -7.089, 8.845], [3.177, -7.129, 7.219], [3.348, -5.605, 8.168], [-1.602, -1.787, 3.014], [-2.449, -1.420, 1.821], [-1.889, -0.280, 1.178], [-2.290, 0.159, -0.052], [-3.143, -0.307, -0.724], [-1.460, 1.213, -0.337], [-1.644, 1.800, -1.557], [-0.631, -2.130, 2.657], [-2.058, -2.421, 3.775], [-1.258, -0.871, 3.495], [-3.462, -1.184, 2.146], [-2.529, -2.191, 1.054], [-2.485, 2.492, -1.517], [-1.852, 1.123, -2.386], [-0.794, 2.411, -1.861], [3.894, 10.444, -4.306], [3.246, 9.613, -3.225], [1.844, 9.333, -3.470], [1.481, 8.454, -4.429], [2.236, 7.699, -5.091], [0.137, 8.532, -4.684], [-0.487, 7.856, -5.737], [4.062, 9.821, -5.185], [4.769, 11.005, -3.976], [3.190, 11.241, -4.548], [3.314, 10.191, -2.304], [3.759, 8.695, -2.938], [-0.204, 6.803, -5.708], [-0.172, 8.356, -6.653], [-1.571, 7.847, -5.626], [5.340, 1.360, -3.434], [4.853, 0.295, -4.458], [5.562, 0.560, -5.715], [4.790, 0.486, -6.859], [3.644, 0.150, -6.937], [5.515, 0.712, -7.968], [6.896, 0.910, -8.058], [6.428, 1.392, -3.370], [5.005, 1.052, -2.443], [5.153, 2.391, -3.733], [3.782, 0.447, -4.587], [5.163, -0.644, -3.999], [7.027, 1.558, -8.925], [7.455, 0.012, -8.321], [7.279, 1.274, -7.104]], "mulliken_charge": [-0.21, -0.44, -0.35, -0.21, 0.33, 0.30, 0.29, 0.28, -0.18, -0.41, -0.43, -0.19, 0.28, 0.31, 0.31, 0.30, -0.19, -0.55, -0.30, -0.18, 0.33, 0.33, 0.28, 0.28, -0.38, -0.15, -0.32, 0.72, -0.55, -0.36, 0.31, 0.22, 0.25, 0.27, -0.25, -0.26, -0.32, 0.69, -0.59, -0.29, 0.30, 0.23, 0.23, 0.27, -1.20, -0.17, -0.21, 0.60, -0.57, -0.22, -0.60, 0.37, 0.28, 0.31, 0.29, 0.31, 0.30, 0.22, 0.29, -1.09, -0.17, -0.34, 0.72, -0.55, -0.31, -0.64, 0.28, 0.38, 0.31, 0.24, 0.33, 0.24, 0.29, 0.30, -1.21, -0.17, -0.25, 0.69, -0.59, -0.29, -0.65, 0.32, 0.32, 0.36, 0.29, 0.33, 0.31, 0.24, 0.29, -1.19, -0.15, -0.27, 0.67, -0.51, -0.28, -0.68, 0.29, 0.37, 0.32, 0.28, 0.30, 0.29, 0.31, 0.25, -1.08, -0.20, -0.32, 0.75, -0.58, -0.31, -0.60, 0.29, 0.37, 0.30, 0.30, 0.31, 0.29, 0.27, 0.22, -1.20, -0.15, -0.31, 0.77, -0.55, -0.34, -0.57, 0.31, 0.36, 0.34, 0.31, 0.23, 0.23, 0.25, 0.30]}